Formula: C5H10N2O
Source: the Open Molecules 2025 dataset
Level of theory: wB97M-V/def2-TZVPD

Values from the calculation:
Energy above the lowest of the compared OMol25 structures with the same formula, charge and spin ... 7.743 eV
Electronic energy ... -10367.562 eV
E_HOMO ... -0.32758 Eh
Structure (SMILES) ... C/C=N\N1C[C@H]1CO
Orbital gap ... 9.77 eV
M ... 114.148 Da

Geometry as ORCA input:
```
! RIJCOSX wB97M-V def2-TZVPD def2/J DEFGRID3
* xyz 0 1
C 0.277 -2.005 -1.868
C 0.508 -0.556 -1.637
N 0.085 0.401 -0.783
N -0.703 -0.229 0.177
C 0.082 -0.558 1.275
C -0.836 0.568 1.401
C -0.131 1.941 1.450
O -0.397 2.863 0.612
H 0.695 -2.783 -1.280
H 0.463 -2.003 -3.038
H -0.623 -2.779 -1.585
H 0.897 -0.102 -2.650
H 1.110 -0.410 1.160
H 0.067 -1.741 1.339
H -1.909 0.681 1.799
H 0.948 1.897 1.532
H -0.608 2.046 2.517
H 0.073 2.768 -0.420
*
```